No. 1
Molecular formula: C50H54N8O6
Method: DFT, ωB97M-V/def2-TZVPD

Geometry (Å):
N1 -2.43828 -9.85185 3.63272
C1 -2.02452 -8.80412 3.31984
C2 -1.54907 -7.51004 2.95532
C3 -0.23510 -7.04409 2.92604
C4 0.01853 -5.64679 2.87597
N2 1.19897 -5.24154 3.53542
O1 1.96549 -6.13892 3.96075
O2 1.40599 -4.02396 3.75238
C5 -1.00518 -4.69346 2.64378
C6 -2.31446 -5.17429 2.77254
N3 -3.45130 -4.52817 3.29258
O3 -3.70687 -3.39861 3.67847
O4 -4.37884 -5.60667 3.59957
N4 -3.83036 -6.84296 3.33768
C7 -2.59384 -6.54697 2.88341
H1 0.60391 -7.72271 3.05558
H2 -0.85923 -3.64709 2.83772
C8 -1.91447 0.59369 -3.31850
C9 -0.94245 0.27954 -4.44547
C10 -0.53381 -1.19627 -4.41016
C11 -1.73104 0.50134 -5.74567
C12 0.34747 1.14513 -4.43682
C13 1.05783 1.11194 -5.64785
C14 2.01251 2.06772 -5.93201
C15 2.33564 3.01372 -4.96706
C16 1.83568 2.93826 -3.67420
C17 2.41236 3.94989 -2.63743
C18 1.33499 4.92140 -2.15181
C19 3.51253 4.84366 -3.23646
C20 3.08151 3.16595 -1.50760
C21 0.86539 1.92602 -3.37840
N5 0.36855 1.76503 -2.01682
C22 0.57273 0.80763 -1.02803
C23 1.14171 -0.46276 -1.11732
C24 1.98696 -1.21809 -0.22196
C25 2.86531 -0.65648 0.74975
C26 3.57585 -1.47549 1.61429
C27 3.42469 -2.87629 1.50809
N6 3.68639 -3.68486 2.64159
O5 3.56033 -4.92460 2.56606
O6 4.03741 -3.09583 3.69773
C28 2.74521 -3.45767 0.40926
C29 2.01442 -2.63558 -0.41948
N7 -0.19078 1.26854 0.03795
C30 -0.22031 0.60188 1.29776
C31 0.50301 1.10222 2.41480
C32 1.08806 2.52920 2.66028
C33 0.33930 3.15393 3.84901
C34 0.99063 3.51297 1.50908
C35 2.57971 2.40990 3.01637
C36 0.73726 0.21022 3.47156
C37 0.52699 -1.14974 3.31128
C38 -0.06354 -1.59822 2.13528
C39 -0.72063 -0.72408 1.28164
C40 -1.86400 -1.30729 0.37945
C41 -2.55570 -2.44955 1.11385
C42 -1.36986 -1.97486 -0.90416
C43 -2.95411 -0.28107 0.08964
C44 -0.99471 2.30816 -0.41364
C45 -2.09962 2.92172 0.33326
C46 -2.45781 2.59792 1.66668
C47 -3.59266 3.14792 2.25584
C48 -4.39683 4.04308 1.53708
C49 -4.04877 4.39132 0.22423
C50 -2.90969 3.85028 -0.36832
N8 -0.66208 2.63806 -1.64505
H3 -2.21237 1.64825 -3.31083
H4 -2.81858 -0.02387 -3.43796
H5 -1.48735 0.35150 -2.34614
H6 0.04833 -1.44396 -5.30424
H7 0.08737 -1.41603 -3.53845
H8 -1.42309 -1.83922 -4.37472
H9 -1.17330 0.18527 -6.63096
H10 -2.65481 -0.08791 -5.70795
H11 -1.99771 1.55720 -5.85743
H12 0.80148 0.36719 -6.40614
H13 2.48528 2.11263 -6.91316
H14 3.01766 3.81336 -5.24145
H15 0.44217 4.42435 -1.77728
H16 1.73857 5.56572 -1.35862
H17 1.01954 5.55958 -2.98806
H18 4.34332 4.25183 -3.63783
H19 3.11835 5.49178 -4.02871
H20 3.92217 5.49861 -2.45572
H21 3.97642 2.66446 -1.90316
H22 3.37943 3.83119 -0.68538
H23 2.42708 2.38450 -1.11900
H24 1.15006 -0.83015 -2.14668
H25 2.95628 0.42850 0.81467
H26 4.22000 -1.08832 2.40092
H27 2.78841 -4.53640 0.28796
H28 1.43431 -3.06985 -1.23183
H29 0.46348 2.56189 4.76101
H30 0.71735 4.16678 4.03914
H31 -0.73067 3.22613 3.62068
H32 1.48477 3.14058 0.60566
H33 -0.04590 3.77729 1.28781
H34 1.50524 4.44428 1.79232
H35 3.13839 1.92780 2.20509
H36 3.00676 3.41016 3.16729
H37 2.74429 1.83319 3.93269
H38 1.19082 0.56278 4.40065
H39 0.85678 -1.86222 4.06612
H40 -0.00897 -2.65264 1.86657
H41 -2.75878 -2.21201 2.15800
H42 -3.51721 -2.69078 0.63804
H43 -1.96051 -3.36272 1.05582
H44 -0.88963 -1.27047 -1.58257
H45 -0.64445 -2.77104 -0.69034
H46 -2.22023 -2.41557 -1.44857
H47 -2.59460 0.54037 -0.53004
H48 -3.78595 -0.76192 -0.44690
H49 -3.33398 0.13293 1.03133
H50 -1.86842 1.86481 2.22519
H51 -3.85653 2.85809 3.27589
H52 -5.29558 4.45464 2.00198
H53 -4.67953 5.07932 -0.34423
H54 -2.62933 4.09090 -1.39781

Atoms 1-2, force components in eV/Å:
0.9 2.2 -0.7
-0.1 -2.9 0.4

## Properties
Spin multiplicity: 1
LUMO energy (eV): -2.4518
HOMO energy (eV): -7.1108
Electronic energy (eV): -76918.1003
Energy above the lowest of the compared OMol25 structures with the same formula, charge and spin (kcal per mole): 53.68


No. 2
Molecular formula: C50H55F15O20
Method: DFT, ωB97M-V/def2-TZVPD

Geometry (Å):
C1 2.09809 -3.53511 -4.63071
C2 3.44594 -2.89229 -4.67141
O1 3.62473 -1.58052 -4.15561
C3 4.77458 -1.14634 -3.59154
O2 5.70830 -1.94780 -3.42168
C4 4.71995 0.32826 -3.04826
F1 4.16047 1.18711 -3.92845
F2 4.04483 0.40497 -1.92356
F3 6.02428 0.76221 -2.84349
H1 2.05025 -4.59624 -4.87529
H2 1.37783 -3.08272 -5.31237
H3 1.62846 -3.40324 -3.65594
H4 4.05283 -2.96671 -5.57376
H5 3.94151 -3.60084 -4.00773
C5 0.98023 -6.85134 0.13535
C6 1.35962 -5.50399 -0.51594
O3 0.29338 -4.97600 -1.25221
C7 0.09217 -5.43827 -2.55409
O4 0.84733 -6.08919 -3.21729
C8 -1.21325 -4.95688 -3.19130
F4 -1.68384 -3.94791 -2.47255
F5 -0.99852 -4.40933 -4.40582
F6 -2.15396 -5.93306 -3.42834
H6 -0.09020 -6.71683 0.29090
H7 1.57064 -6.81536 1.05090
H8 1.14478 -7.75847 -0.44614
H9 2.31462 -5.32630 -1.01040
H10 1.48242 -4.85575 0.35171
C9 -3.92841 0.72582 -1.82540
C10 -5.02394 1.79618 -1.49450
O5 -6.28553 1.08697 -1.49293
C11 -7.40299 1.79382 -1.56739
O6 -7.51747 3.01546 -1.83950
C12 -8.60620 0.88808 -1.27470
F7 -9.20470 0.75099 -2.39600
F8 -8.29325 -0.27047 -0.67266
F9 -9.41561 1.58101 -0.47521
H11 -2.86035 0.92754 -1.74380
H12 -3.87590 0.53127 -2.89661
H13 -4.07963 -0.19133 -1.25613
H14 -4.97036 2.70398 -2.09543
H15 -4.91188 2.21258 -0.49343
C13 2.28839 3.43095 1.17641
C14 3.15305 3.56899 -0.05003
O7 4.51296 3.35678 0.31222
C15 5.43449 3.77735 -0.61609
O8 5.11612 4.30561 -1.68197
C16 6.92162 3.56006 -0.23354
F10 7.02603 3.12209 1.00590
F11 7.44742 2.59710 -1.00135
F12 7.63714 4.61126 -0.43631
H16 2.36388 4.42215 1.62351
H17 2.69262 2.65071 1.82134
H18 1.24369 3.26531 0.91320
H19 2.99334 4.43013 -0.69890
H20 2.81659 2.72720 -0.65524
C17 3.34576 -0.75611 4.41785
C18 2.55510 -0.94886 3.09118
O9 3.06644 -1.92827 2.12559
C19 4.31098 -1.78757 1.62440
O10 5.04636 -0.78926 1.65583
C20 4.70629 -2.97896 0.73640
F13 6.02011 -2.84394 0.56684
F14 4.41958 -4.15940 1.39599
F15 4.13658 -2.87487 -0.46733
H21 3.11587 -1.57876 5.09496
H22 3.04447 0.10099 5.02010
H23 4.43290 -0.71400 4.35099
H24 2.30010 -0.00827 2.60297
H25 1.52194 -1.27254 3.21725
O11 -5.19674 0.85721 7.79848
C21 -4.00180 0.48677 7.19395
C22 -3.02905 -0.03049 8.03329
C23 -1.77005 -0.28206 7.48567
C24 -1.62563 -0.28112 6.06915
O12 -0.44582 -0.58130 5.55019
C25 -2.65758 0.17084 5.24113
C26 -3.80877 0.61154 5.82910
H26 -5.09055 1.59614 8.40206
H27 -3.19854 -0.16846 9.09094
H28 -0.91952 -0.47015 8.12412
H29 0.09402 0.21188 5.51792
H30 -2.41220 0.20852 4.19006
H31 -4.59951 1.03936 5.23070
O13 -0.42601 0.64074 -4.46192
C27 -0.14104 1.56617 -5.46032
C28 1.13073 2.11466 -5.62463
C29 1.22099 2.94907 -6.73500
C30 0.16071 3.25061 -7.57785
O14 0.37494 4.13766 -8.56392
C31 -1.12303 2.74683 -7.27172
C32 -1.25511 1.85602 -6.24542
H32 -0.31005 1.00284 -3.58042
H33 2.04898 1.87232 -5.11034
H34 2.17577 3.43935 -6.85513
H35 -0.47036 4.42299 -8.91841
H36 -1.89401 2.92535 -8.00666
H37 -2.20488 1.34631 -6.17817
O15 0.05461 4.32816 -1.50175
C33 0.11206 5.33217 -0.55158
C34 1.07915 6.44551 -0.66178
C35 1.09509 7.38305 0.37320
C36 0.22646 7.22371 1.41743
O16 0.29292 8.15058 2.42305
C37 -0.73291 6.29673 1.47242
C38 -0.77451 5.29104 0.46998
H38 0.62359 4.56757 -2.23696
H39 1.80356 6.51358 -1.45990
H40 1.86736 8.13083 0.26919
H41 0.86935 8.84510 2.09599
H42 -1.33868 6.21479 2.36277
H43 -1.56481 4.58033 0.66162
O17 0.37604 1.59737 -2.05683
C39 0.35580 0.58246 -1.19198
C40 -0.49161 0.70488 -0.04325
C41 -0.61685 -0.31633 0.86370
C42 -0.02429 -1.55691 0.51981
O18 -0.20642 -2.63870 1.38856
C43 0.79924 -1.66415 -0.56971
C44 1.05172 -0.57538 -1.39559
H44 0.15213 2.43679 -1.64838
H45 -1.23493 1.47839 0.08144
H46 -1.09931 -0.28024 1.82928
H47 -0.74412 -2.48476 2.16880
H48 1.35304 -2.58855 -0.64177
H49 1.70368 -0.69645 -2.24806
O19 -5.52083 -5.98143 4.30529
C45 -4.46716 -5.17503 4.12229
C46 -4.20647 -4.33559 5.19533
C47 -3.10954 -3.50370 5.02386
C48 -2.42139 -3.40889 3.77798
O20 -1.39912 -2.48780 3.64861
C49 -2.80355 -4.30159 2.73661
C50 -3.79502 -5.17492 2.92513
H50 -5.99014 -6.20478 3.49815
H51 -4.79001 -4.43847 6.09826
H52 -2.82477 -2.81085 5.80185
H53 -1.09047 -2.06663 4.45418
H54 -2.15048 -4.39501 1.88154
H55 -3.93531 -5.84635 2.09094

Atoms 1-2, force components in eV/Å:
-2.2 1.5 -0.8
2.5 -2.3 0.9

## Properties
Spin multiplicity: 1
LUMO energy (eV): -0.2115
HOMO energy (eV): -7.8992
Electronic energy (eV): -134450.6585
SMILES: CCOC(=O)C(F)(F)F.CCOC(=O)C(F)(F)F.CCOC(=O)C(F)(F)F.CCOC(=O)C(F)(F)F.CCOC(=O)C(F)(F)F.Oc1ccc(O)cc1.Oc1ccc(O)cc1.Oc1ccc(O)cc1.Oc1ccc(O)cc1.Oc1ccc(O)cc1